{"formula": "C24H50IO11PS", "method": "the ωB97M-V functional and the def2-TZVPD basis", "homo_ev": -9.5, "largest_force_ev_per_a": 2.102, "total_energy_ev": -76444.7205, "charge": 0, "homo_lumo_gap_ha": 0.3566, "elements": ["C", "C", "O", "C", "C", "O", "C", "C", "C", "C", "C", "C", "C", "C", "C", "C", "C", "O", "C", "O", "S", "O", "O", "O", "C", "C", "P", "O", "O", "O", "C", "I", "C", "C", "H", "H", "H", "H", "H", "H", "H", "H", "H", "H", "H", "H", "H", "H", "H", "H", "H", "H", "H", "H", "H", "H", "H", "H", "H", "H", "H", "H", "H", "H", "H", "H", "H", "H", "H", "H", "H", "H", "H", "H", "H", "H", "C", "C", "C", "O", "H", "H", "H", "H", "H", "H", "H", "H"], "positions_angstrom": [[4.976602, 3.887398, 2.273557], [4.589427, 2.527437, 2.892183], [3.256461, 2.504591, 3.363317], [2.314911, 2.317857, 2.309635], [1.029415, 3.080944, 2.646089], [0.397816, 3.789840, 1.599907], [-0.072259, 3.043868, 0.467683], [-0.481439, 1.641649, 0.831669], [-1.578433, 0.980032, -0.032030], [-2.350640, -0.089098, 0.792978], [-2.182008, -1.505922, 0.195869], [-1.077178, -2.322093, 0.898677], [0.244644, -2.364434, 0.113410], [0.314669, -3.534302, -0.895816], [1.018410, -3.044248, -2.185044], [1.812617, -4.143177, -2.924804], [1.407972, -4.295312, -4.400864], [0.616965, -5.461040, -4.512836], [0.116357, -5.616167, -5.827282], [1.067781, 3.225972, -0.430724], [1.194304, 4.867275, -0.534817], [2.263357, 5.419341, 0.210820], [1.312365, 5.305665, -1.892376], [-0.307962, 5.275627, -0.001099], [-1.072810, 4.036194, -0.212696], [-1.332211, 4.081946, -1.765606], [-0.714175, 2.873191, -2.985912], [-1.254857, 1.523414, -2.910184], [-1.243473, 3.510410, -4.398590], [0.863489, 2.802756, -3.184365], [-2.477758, 4.230148, 0.403644], [-2.653604, 3.878380, 2.527199], [-2.999107, 5.673244, 0.167863], [-4.485144, 5.663822, -0.222753], [4.549326, 3.920095, 1.270026], [6.050934, 4.038186, 2.248724], [4.449653, 4.666929, 2.822621], [5.245170, 2.371598, 3.747807], [4.742036, 1.738401, 2.148708], [2.779799, 2.616217, 1.370299], [2.125403, 1.238488, 2.247739], [1.326133, 3.830183, 3.379772], [0.374754, 2.415006, 3.213893], [-0.841200, 1.587390, 1.852253], [0.422491, 1.029684, 0.816354], [-2.242694, 1.681367, -0.521898], [-1.063868, 0.418189, -0.800967], [-1.967357, -0.152213, 1.813557], [-3.401170, 0.196924, 0.849264], [-3.125209, -2.031495, 0.355814], [-1.958172, -1.457329, -0.870146], [-0.901956, -1.966813, 1.917385], [-1.421427, -3.354822, 0.988057], [1.053468, -2.531735, 0.830343], [0.455067, -1.420162, -0.393591], [0.934775, -4.337889, -0.500987], [-0.675442, -3.945218, -1.095937], [1.731311, -2.276707, -1.879463], [0.276988, -2.574601, -2.833700], [1.657174, -5.109436, -2.446054], [2.879866, -3.923954, -2.895328], [0.812033, -3.421109, -4.698358], [2.279765, -4.317970, -5.067965], [-0.679911, -4.891541, -6.031738], [-0.313340, -6.613156, -5.901077], [0.935597, -5.492863, -6.542593], [-1.019014, 5.062118, -2.120490], [-2.409497, 4.093149, -1.945146], [-1.605760, 4.397314, -4.245719], [1.161907, 3.520853, -3.766995], [-3.185795, 3.541299, -0.037894], [-2.466274, 6.172119, -0.641134], [-2.843469, 6.252395, 1.072614], [-4.658719, 4.918279, -1.000803], [-4.723808, 6.626590, -0.673884], [-5.127962, 5.477415, 0.633396], [0.443313, -7.432052, 3.702621], [0.239603, -6.018422, 3.179221], [-0.949776, -5.346867, 3.849333], [0.043679, -6.049265, 1.766217], [-0.433947, -8.050120, 3.492184], [1.294243, -7.903000, 3.209486], [0.619148, -7.434779, 4.779510], [1.140361, -5.428999, 3.356167], [-1.870318, -5.900347, 3.643342], [-1.087662, -4.337128, 3.460097], [-0.815051, -5.288484, 4.930624], [-0.749701, -6.566917, 1.587736]], "forces_ev_per_angstrom": [[-1.2, -0.6, -0.2], [0.7, 0.7, 0.0], [-0.3, 0.2, 0.0], [0.4, -0.4, 0.1], [0.8, 0.0, 0.9], [-0.9, -1.4, 0.5], [0.3, 1.4, 1.1], [-0.1, -0.5, -1.1], [0.8, -1.0, 0.7], [0.3, 0.1, -0.7], [-0.2, 0.0, 1.0], [0.1, -0.1, -0.6], [-0.1, -0.7, 0.6], [0.7, 0.8, -0.5], [0.1, -0.6, 0.4], [-0.3, 0.3, -0.7], [-0.2, 0.2, 0.6], [0.0, -0.1, -0.4], [0.0, 0.0, 0.4], [-0.3, 0.9, -0.5], [1.0, 1.5, -1.0], [-0.3, -0.6, 1.7], [-1.0, -1.0, -0.6], [1.5, -0.8, -0.7], [-1.0, 0.9, 0.1], [0.1, -0.6, -0.2], [-0.3, -1.1, -1.8], [-0.2, -0.4, 0.9], [0.2, 1.0, 1.1], [-0.3, 0.8, -0.2], [0.5, 0.9, 0.5], [-0.2, -0.2, 0.0], [-0.5, -0.4, -0.3], [0.5, 0.3, -0.1], [0.3, 0.3, -0.2], [0.0, 0.1, 0.0], [0.4, 0.1, 0.2], [-0.2, -0.4, 0.1], [0.1, -0.2, 0.2], [-0.4, 0.3, -0.1], [-0.1, 0.0, -0.1], [0.0, 0.3, -0.2], [-0.4, 0.1, -0.3], [0.1, 0.7, 0.2], [0.0, -0.1, -0.1], [0.0, 0.1, 0.0], [-0.1, 0.4, -0.5], [-0.1, 0.3, 0.1], [0.0, -0.1, 0.0], [0.0, -0.1, -0.3], [-0.3, 0.0, -0.1], [-0.1, 0.1, 0.0], [0.1, 0.0, 0.2], [0.1, 0.2, 0.0], [-0.2, 0.1, 0.0], [-0.2, -0.1, 0.3], [0.0, 0.0, -0.1], [-0.1, 0.2, -0.1], [0.1, 0.1, -0.1], [0.1, -0.1, 0.0], [0.0, 0.0, 0.2], [0.0, 0.0, -0.1], [0.0, -0.3, 0.0], [0.1, 0.1, -0.1], [0.1, 0.0, 0.0], [-0.2, -0.1, -0.2], [0.3, 0.0, 0.2], [0.0, -0.4, 0.0], [0.1, -0.2, -0.4], [0.2, -0.1, 0.3], [0.2, -0.3, 0.0], [0.3, -0.1, 0.1], [0.1, 0.2, -0.1], [-0.1, -0.1, 0.1], [-0.2, 0.1, 0.2], [-0.1, -0.1, 0.0], [0.2, 0.0, 0.0], [-0.5, -0.4, 0.1], [0.0, 0.2, 0.0], [0.2, 0.2, -0.1], [-0.1, 0.1, 0.1], [0.0, 0.0, 0.0], [0.0, 0.0, 0.0], [0.0, 0.0, -0.2], [0.0, -0.1, 0.1], [0.1, 0.0, 0.0], [0.0, 0.0, 0.0], [0.0, 0.0, 0.0]], "lowdin_charge": [-0.062, -0.270, -0.149, -0.174, -0.155, -0.167, -0.414, -0.096, -0.159, -0.170, -0.186, -0.207, -0.203, -0.193, -0.194, -0.155, -0.251, -0.194, -0.115, -0.115, 0.696, -0.196, -0.242, -0.168, -0.388, -0.131, 0.458, -0.250, -0.126, -0.114, -0.603, 1.027, -0.318, -0.094, 0.056, 0.072, 0.083, 0.113, 0.117, 0.113, 0.125, 0.144, 0.112, 0.068, 0.131, 0.090, 0.080, 0.095, 0.105, 0.103, 0.112, 0.098, 0.092, 0.108, 0.092, 0.097, 0.115, 0.101, 0.108, 0.108, 0.105, 0.114, 0.117, 0.087, 0.084, 0.084, 0.098, 0.106, 0.073, 0.092, 0.067, 0.106, 0.075, 0.073, 0.076, 0.071, -0.065, -0.498, -0.060, -0.060, 0.081, 0.079, 0.079, 0.138, 0.083, 0.064, 0.080, 0.089]}